1.
144
Properties=species:S:1:pos:R:3:forces:R:3:mulliken_charge:R:1 method="wB97M-V/def2-TZVPD" orbital_gap_ev=9.341 relative_energy_ev=0.000 total_charge=0 e_homo_ev=-8.591
C 1.846786 4.247515 -5.546408 0.2 0.4 1.5 -1.25
C 2.559744 2.917716 -5.353260 0.7 -0.6 -0.2 0.05
O 1.661903 1.878049 -4.865372 0.3 1.9 -0.7 -0.61
H 1.221156 4.336181 -6.419027 -0.2 -0.4 -0.4 0.34
H 2.592746 5.061560 -5.608505 -0.3 -0.4 0.1 0.39
H 1.206532 4.451690 -4.662323 0.3 0.0 -0.4 0.15
H 3.463722 3.000241 -4.707638 -0.8 0.2 0.3 0.13
H 3.061011 2.679301 -6.304211 -0.6 -0.5 -0.1 0.37
H 2.101799 1.026217 -4.800568 0.5 -0.7 0.2 0.10
C -0.970247 0.384052 1.411349 -0.5 1.0 -1.7 -0.05
C 0.054671 1.021686 0.452747 0.0 -0.6 0.8 0.61
O 1.350634 0.725492 0.956703 0.9 0.0 -0.8 -0.66
H -1.901187 0.858673 1.039142 -0.2 -1.0 0.1 -0.32
H -0.858706 0.869363 2.361225 0.4 -0.3 0.9 0.57
H -0.989870 -0.724726 1.447200 -0.1 0.8 0.0 -0.47
H -0.167296 2.094772 0.476373 0.3 0.1 -0.1 0.33
H -0.051216 0.702746 -0.593339 -0.1 -0.2 0.2 -0.42
H 2.010019 0.829690 0.215486 -1.1 0.1 0.6 0.08
C 5.928629 1.196978 -3.286479 1.7 -1.4 -2.1 -0.63
O 4.917939 0.260878 -3.510673 -0.6 -1.3 -1.6 -0.24
C 4.869588 -0.170411 -4.893958 0.2 1.6 -0.8 -0.34
C 3.847290 -1.241903 -5.040887 0.4 -0.3 -0.2 -1.04
N 2.767313 -0.884105 -4.230888 -3.2 -0.1 1.3 0.30
C 1.696424 -1.926878 -4.297101 1.3 -0.1 -1.7 -1.27
C 0.676243 -1.781554 -3.235674 -0.6 0.8 0.8 0.34
O 1.325496 -2.049815 -2.009871 1.1 -0.4 -0.2 -0.48
C 0.475425 -2.305631 -0.947582 -0.6 -0.5 0.8 -0.02
H 6.250618 1.597746 -4.283222 -0.1 0.2 0.9 0.43
H 6.812561 0.655353 -2.874388 -0.5 0.8 0.2 0.18
H 5.492283 1.933491 -2.698713 0.0 1.4 1.4 0.03
H 5.879743 -0.466447 -5.285381 -0.8 0.3 0.5 0.45
H 4.449050 0.678343 -5.542539 1.0 -0.6 0.9 0.13
H 4.162578 -2.166775 -4.634449 1.2 -1.5 -0.2 0.59
H 3.455965 -1.366443 -6.043762 0.5 0.0 -0.5 0.34
H 3.134586 -0.918331 -3.292087 -0.3 0.3 0.5 0.13
H 2.137249 -2.967140 -4.257767 -0.2 0.8 0.3 0.41
H 1.292302 -1.877095 -5.335716 -0.2 0.2 0.8 0.43
H -0.127690 -2.494200 -3.393000 -0.3 -0.1 -0.1 0.52
H 0.230634 -0.759773 -3.164942 0.2 -0.6 -0.4 -0.34
H 1.001334 -2.247357 0.002011 0.6 -0.1 -0.1 0.05
H 0.002331 -3.320734 -0.971266 0.1 0.7 -0.3 0.37
H -0.252561 -1.516572 -0.889675 -0.9 0.1 0.0 -0.30
C -2.249888 3.365348 -4.877504 -0.8 -1.7 0.5 -1.67
C -1.597080 3.196912 -3.484897 -0.8 -0.4 0.9 0.77
C -2.606672 3.322061 -2.349573 -0.2 -1.1 0.2 -0.56
O -1.984918 3.528996 -1.076316 0.9 0.0 -1.1 -0.16
C -2.943580 3.891168 -0.127103 -0.3 -1.9 0.3 -1.05
N -0.919907 1.894438 -3.248683 0.5 1.4 0.6 0.16
H -2.984358 2.567030 -5.127900 0.3 0.3 0.5 0.31
H -1.587751 3.345166 -5.736921 0.6 0.3 0.2 0.29
H -2.793465 4.291262 -4.843242 -0.2 0.6 -0.3 0.50
H -1.045848 4.133482 -3.385483 1.1 -0.2 0.2 0.15
H -3.221522 2.351412 -2.296847 0.3 1.5 -0.2 -0.24
H -3.138780 4.233147 -2.544340 -1.2 0.3 -0.2 0.61
H -2.477916 4.173080 0.790407 0.7 0.5 0.5 0.35
H -3.498172 2.968368 0.148429 -0.4 0.8 -0.3 0.31
H -3.562354 4.695921 -0.483738 -0.6 0.3 -0.1 0.44
H -0.245775 1.895320 -3.982822 1.0 -0.8 -0.5 0.15
H -0.349653 1.952035 -2.357400 -1.0 0.1 -1.3 -0.39
C -6.754650 1.132808 2.536108 -0.8 -0.3 0.7 -1.56
C -5.622214 1.990836 3.022549 0.9 0.3 -1.1 0.58
C -4.335263 1.228324 3.264031 -0.2 0.3 1.9 0.26
O -4.693102 0.355733 4.354523 0.2 -0.6 -1.2 -0.35
C -4.006585 0.559944 5.544104 -1.7 1.3 1.2 -0.49
N -5.380902 3.006274 1.997019 0.2 0.9 0.0 -0.46
H -6.479236 0.569798 1.677352 0.5 -0.6 -0.8 0.22
H -7.573558 1.759155 2.210780 -0.4 0.3 0.0 0.51
H -7.171399 0.434085 3.264104 0.3 0.1 0.1 0.32
H -5.812540 2.440938 3.980744 -0.6 0.2 0.5 0.13
H -3.549672 1.891196 3.628715 -0.1 0.5 0.1 0.57
H -3.837781 0.757891 2.441923 -0.4 -0.9 -0.8 -0.72
H -3.068285 0.054187 5.561669 1.1 0.0 0.1 -0.01
H -4.651123 0.136178 6.338613 0.4 0.0 -0.3 0.27
H -3.985305 1.670897 5.790109 0.6 -1.1 -0.3 0.34
H -5.060879 3.900159 2.396812 -0.2 -0.7 -0.3 0.26
H -6.231574 3.192409 1.477648 0.1 0.1 0.1 0.19
C 2.280791 3.911350 -0.766318 0.3 -0.8 2.7 -1.30
C 3.326550 2.854123 -1.105461 -0.4 0.6 -0.4 1.00
C 4.151997 2.519525 0.117377 -0.3 1.6 1.5 -0.95
O 5.036317 1.515120 -0.194128 0.8 -0.8 -0.4 -0.14
C 5.483379 0.656126 0.837605 -1.2 -0.8 -0.3 -0.80
N 2.637368 1.640160 -1.592114 -1.1 2.3 0.7 0.60
H 1.573601 3.335792 -0.161332 -0.4 0.3 0.0 0.09
H 1.718745 4.379893 -1.533894 -0.1 0.3 -1.1 0.33
H 2.691634 4.668642 -0.058139 -0.1 -0.3 -0.7 0.39
H 3.959756 3.338746 -1.857533 0.4 -0.5 -0.2 0.20
H 3.527644 2.226786 0.975414 -0.4 -0.1 -0.3 0.36
H 4.663171 3.458174 0.515834 -0.2 -0.8 -0.7 0.31
H 5.750086 1.173019 1.737956 0.5 0.6 0.4 0.37
H 6.322985 0.152462 0.377687 0.2 -0.3 0.4 0.26
H 4.702731 -0.098486 1.176134 0.6 0.7 -0.7 0.22
H 2.233264 1.894422 -2.477808 -0.5 -0.2 -0.4 -0.56
H 3.262920 0.926828 -1.774826 1.8 -1.7 -0.5 0.12
C 0.196626 -1.149363 5.750900 -0.3 1.4 -0.7 -1.40
C 1.227467 -0.871587 4.640236 -1.6 0.3 0.2 0.86
C 2.636134 -1.045510 5.074389 2.1 -0.4 -0.8 -0.87
O 3.143802 0.006986 5.853193 -0.7 1.0 0.3 -0.33
C 4.327100 -0.125268 6.603461 0.8 -0.2 -0.9 -0.71
N 0.948273 -1.757743 3.510250 0.2 -0.8 0.1 -0.18
H 0.252845 -0.330495 6.479250 0.1 -0.4 0.1 0.42
H 0.278794 -2.110940 6.229708 0.2 -0.4 0.1 0.33
H -0.801467 -1.059706 5.286130 0.2 -0.2 0.3 0.12
H 1.122396 0.176831 4.329077 -0.1 0.0 0.1 0.12
H 3.208479 -1.160082 4.143514 0.3 0.2 -0.1 0.32
H 2.810105 -1.965514 5.581750 -0.2 -1.1 0.6 0.42
H 4.634739 -1.160333 6.787637 -0.1 -0.1 -0.3 0.31
H 4.215646 0.329453 7.559604 -0.5 0.4 0.9 0.27
H 5.184870 0.432815 6.155622 -0.5 -0.5 -0.2 0.22
H 1.202575 -1.366653 2.623260 0.4 0.5 -0.3 -0.11
H -0.026325 -1.998707 3.408939 -0.2 0.2 0.4 0.18
C 1.996358 -6.920211 2.267109 1.0 -0.6 1.1 -1.64
C 1.617625 -5.522359 2.613532 -2.1 0.6 0.4 0.31
C 0.398209 -5.066447 1.748403 0.8 -0.1 0.8 0.25
O -0.710712 -5.877931 2.188756 0.9 0.3 -0.3 -0.36
C -1.923380 -5.472229 1.654214 -1.1 0.8 -0.6 -0.74
N 1.239234 -5.414107 4.028418 0.2 -0.7 0.2 -0.74
H 1.173714 -7.605666 2.309841 -0.7 -0.2 -0.1 0.28
H 2.724997 -7.303500 2.992432 0.0 0.2 -0.1 0.43
H 2.456346 -6.995726 1.310362 0.3 0.0 -0.9 0.39
H 2.414883 -4.821274 2.475760 0.6 0.3 -0.4 0.47
H 0.646022 -5.213010 0.679193 -0.5 0.0 0.2 0.33
H 0.277687 -3.971157 1.961457 -0.4 -0.8 -0.2 -0.27
H -1.787958 -5.193625 0.590225 -0.4 -0.5 0.1 0.31
H -2.294951 -4.545279 2.116005 0.2 0.1 0.2 0.21
H -2.751304 -6.211380 1.807843 1.1 0.2 -0.3 0.30
H 0.896111 -4.482669 4.240386 0.0 0.0 -0.1 0.19
H 0.494185 -6.091800 4.216623 0.3 0.5 0.0 0.32
C -5.037889 -0.352256 -2.020262 1.3 0.0 -0.5 -1.72
C -3.605317 -0.651544 -1.536028 0.0 -0.5 -0.3 1.26
C -3.639059 -1.864714 -0.583006 -0.1 3.9 0.5 -0.65
O -4.299350 -1.170661 0.476435 -1.1 -1.4 1.7 -0.12
C -4.318519 -1.900896 1.708848 0.9 0.6 -0.3 -0.79
N -2.599816 -0.849404 -2.561777 -0.5 -0.4 0.2 -0.14
H -5.770388 -0.307317 -1.231268 -0.1 -0.2 0.2 0.23
H -5.193532 -1.141727 -2.718360 -1.0 -0.7 -0.7 0.48
H -5.046243 0.568963 -2.591860 0.0 0.3 0.0 0.38
H -3.350931 0.219493 -0.972238 0.8 0.3 0.7 -0.57
H -2.668785 -2.087290 -0.204216 1.0 -0.7 -0.2 0.13
H -4.162192 -2.684333 -1.016696 -0.6 -1.0 0.0 0.36
H -3.451628 -1.592528 2.346014 -0.3 -0.6 -0.5 0.11
H -4.355232 -2.963487 1.503406 0.3 -0.4 0.1 0.41
H -5.183102 -1.675151 2.296830 -0.7 0.5 0.1 0.24
H -2.240098 0.022873 -2.902455 0.2 0.5 -0.4 0.19
H -3.025811 -1.366316 -3.311727 0.1 -0.1 -0.6 0.26

2.
146
Properties=species:S:1:pos:R:3:forces:R:3:mulliken_charge:R:1 method="wB97M-V/def2-TZVPD" orbital_gap_ev=9.230 relative_energy_ev=1.510 total_charge=0 e_homo_ev=-8.635
C 14.212091 15.300049 12.638204 -0.8 -1.5 -0.1 0.11
C 13.943588 16.689953 13.112503 -0.5 0.4 -0.4 -0.08
O 13.934072 16.830993 14.520680 -0.3 0.2 -0.3 0.11
O 15.495451 14.796252 12.904876 0.2 1.0 0.0 1.99
H 13.918385 15.221341 11.576113 0.5 0.4 -0.2 -0.21
H 13.461594 14.625926 13.089752 0.1 0.2 0.3 -0.28
H 12.914442 16.900731 12.765581 0.4 0.2 0.2 0.16
H 14.609162 17.410129 12.610327 0.0 -0.1 0.3 -0.18
H 14.839712 16.884340 14.841126 0.6 -0.2 0.1 -0.36
H 15.457674 13.813130 12.854472 0.1 -0.2 0.2 -0.45
C 16.280353 11.119718 10.629039 0.3 0.4 -0.5 -1.77
C 15.239717 12.101451 11.212276 -0.2 -1.1 -0.1 2.78
C 13.784731 11.698400 10.939023 1.0 -1.6 -0.3 -1.22
O 13.428801 11.810573 9.543379 0.7 -0.3 2.3 -0.33
C 12.101221 11.375952 9.309275 0.5 0.4 -0.4 -0.50
N 15.395286 12.139329 12.669860 -1.6 0.6 -0.4 -0.44
H 17.303161 11.449566 10.869770 -0.3 0.0 0.1 0.42
H 16.263086 11.012249 9.540464 -0.3 0.3 0.1 0.42
H 16.183203 10.101401 11.009236 -0.3 0.1 0.3 0.38
H 15.377593 13.099136 10.863949 0.4 0.8 -0.7 -1.54
H 13.133905 12.176604 11.679089 -0.4 0.7 -0.6 0.44
H 13.795810 10.630552 11.281448 -0.5 0.3 -0.6 0.36
H 11.847804 10.374977 9.653081 0.4 -0.3 0.2 0.34
H 12.074823 11.391617 8.227951 -0.8 0.1 -0.2 0.27
H 11.432314 12.075710 9.784084 -0.6 0.3 -0.2 0.00
H 14.546999 11.760106 13.116921 1.2 -0.1 0.1 0.18
H 16.267754 11.741212 12.927812 0.4 -0.8 0.8 -0.09
C 19.891293 11.954941 14.679142 -0.4 1.7 0.1 -1.68
C 18.512511 12.642064 14.739940 -1.2 -1.4 -0.2 2.14
C 17.398667 11.815576 15.430524 0.9 -1.1 -0.4 -1.19
O 17.282546 10.537939 14.748974 0.8 1.5 -0.1 -0.36
C 16.408517 9.704977 15.388386 -2.4 -0.6 0.5 -0.76
N 18.619744 13.865875 15.457548 0.1 1.5 0.7 -0.78
H 20.341586 12.184016 15.649490 0.0 -0.6 0.1 0.39
H 20.473025 12.588099 13.989826 0.1 -0.6 -0.1 0.39
H 19.870360 10.904079 14.414677 0.1 0.0 -0.1 0.35
H 18.086286 12.804097 13.727210 0.5 -0.1 0.0 -0.77
H 16.453861 12.353563 15.338829 -0.2 0.1 0.1 0.38
H 17.587222 11.595523 16.495080 0.2 0.3 -0.2 0.61
H 16.669231 9.427545 16.418260 0.7 -0.3 -0.2 0.32
H 16.181248 8.835339 14.747953 0.5 0.2 0.4 0.29
H 15.412171 10.181214 15.572522 0.3 0.1 -0.4 0.22
H 18.971719 14.627916 14.875028 0.4 -0.4 -0.1 0.57
H 17.708208 14.246146 15.681625 -0.3 -0.2 0.2 -0.07
C 18.540070 14.853608 11.052672 0.1 1.2 1.6 -1.17
C 18.575794 16.173639 11.927467 -0.2 -0.2 -0.6 0.15
C 17.401458 17.053956 11.442301 0.6 0.0 -1.2 0.91
O 17.249787 18.296685 12.126459 -0.4 -0.6 -0.4 0.05
C 18.123269 19.320311 11.698075 0.6 -0.5 1.1 -1.04
N 18.450812 15.919234 13.372965 -0.5 0.4 -0.2 -0.52
H 17.479163 14.594904 10.829689 0.8 -0.3 0.3 -0.12
H 19.139962 14.118363 11.622242 -0.7 -0.1 -0.4 0.34
H 19.056515 15.050465 10.132137 0.1 0.0 -0.6 0.52
H 19.556688 16.692631 11.820769 -0.6 -0.4 -0.2 0.49
H 16.519490 16.405693 11.572210 0.0 0.7 0.1 -1.42
H 17.502153 17.287434 10.346486 0.0 -0.4 0.7 0.19
H 18.132583 19.580165 10.656909 -0.7 -0.1 -0.9 0.34
H 19.161070 19.041741 11.918405 0.0 0.2 0.2 0.35
H 17.824725 20.178482 12.284246 0.2 0.4 0.0 0.25
H 17.508745 15.570958 13.586294 0.1 -0.3 -0.4 0.01
H 18.371424 16.854712 13.767941 0.4 -0.1 0.3 0.18
C 10.251461 16.258541 11.706968 0.3 -0.5 0.1 -0.27
C 9.031052 15.699749 10.993421 -0.5 0.3 0.4 0.53
C 9.308728 14.331518 10.401870 0.1 0.3 -1.8 -0.75
O 10.349811 14.373847 9.382735 -1.2 -0.5 0.5 0.12
C 9.872801 14.857145 8.154184 0.2 1.0 -0.7 -1.04
N 7.903862 15.446316 11.912552 -1.2 0.1 -0.2 -0.63
H 11.102016 16.129719 11.014959 -0.2 0.5 0.2 -0.45
H 10.545426 15.698899 12.620886 -0.5 0.3 -0.3 0.14
H 10.037330 17.308920 11.927450 0.5 -0.1 0.2 0.48
H 8.821764 16.458440 10.202261 -0.2 -0.6 0.2 0.14
H 8.363413 13.930752 9.937182 0.8 0.1 0.5 0.52
H 9.687271 13.683075 11.174315 -0.1 -0.3 0.3 -0.15
H 8.991933 14.375029 7.668750 0.4 -0.1 0.8 0.30
H 10.690169 14.825453 7.452867 0.4 -0.5 -0.3 0.29
H 9.695685 15.935535 8.202303 -0.5 0.1 0.2 0.36
H 6.999793 15.296656 11.426770 1.0 -0.1 0.1 0.20
H 7.658842 16.158000 12.598166 0.8 0.1 -0.2 0.24
C 15.508408 17.237221 7.775391 0.0 0.8 0.7 -1.78
C 14.617498 16.414100 8.715756 0.8 0.0 -1.1 1.54
C 13.183164 16.426031 8.185062 0.1 1.8 0.6 -0.35
O 12.750599 17.771127 7.929093 -0.3 -0.1 0.7 -0.48
C 12.591880 18.569976 9.101025 -0.2 0.5 -1.2 -0.36
N 15.122802 15.067661 8.723558 0.5 -1.3 0.6 -0.36
H 15.281974 18.301336 7.909418 -0.1 -0.1 -0.3 0.28
H 15.341492 16.979831 6.737460 0.1 -0.1 -0.3 0.47
H 16.568882 17.154198 8.037916 -0.2 -0.4 -0.1 0.46
H 14.804275 16.845515 9.704791 -0.7 -0.2 0.1 -0.66
H 12.460026 15.921647 8.851011 0.3 -0.1 -0.2 -0.05
H 13.207467 16.015681 7.186099 -0.1 -0.7 -0.1 0.44
H 13.536728 18.876890 9.559681 0.1 -0.1 -0.1 0.20
H 11.960657 18.113923 9.843972 -0.3 -0.5 0.4 -0.03
H 12.056535 19.458474 8.739723 0.3 -0.1 0.3 0.38
H 15.223710 14.628100 7.813193 -0.1 0.4 0.0 0.31
H 14.558758 14.429405 9.276489 -0.1 0.1 0.0 -0.03
C 14.739976 15.098074 16.952182 0.4 0.3 0.4 -1.02
C 15.528270 16.060959 17.870287 0.3 -1.1 -2.0 0.21
C 15.766397 17.363149 17.115217 0.3 0.3 -0.8 -0.77
O 16.493782 17.229657 15.836087 -0.9 -0.8 1.2 -0.22
C 16.796577 18.508390 15.316739 -1.0 0.6 1.4 -0.23
N 14.871517 16.331946 19.120809 0.6 -0.8 1.0 -0.72
H 13.872538 15.606015 16.577222 -0.4 0.2 -0.6 0.07
H 14.389268 14.218274 17.451194 -0.2 -0.5 0.8 0.68
H 15.365177 14.704764 16.161758 0.1 0.3 -0.6 0.05
H 16.479137 15.542003 17.995551 0.3 0.4 0.7 0.46
H 16.294024 18.090126 17.737497 0.0 -0.1 0.0 0.40
H 14.776172 17.757304 16.871152 -0.1 0.4 0.0 0.14
H 17.248959 19.077682 16.137523 0.3 0.2 -0.4 0.54
H 15.876929 19.052107 15.024185 0.2 -0.2 0.0 0.08
H 17.423069 18.414612 14.465159 0.5 -0.1 -0.6 -0.37
H 14.925516 15.462121 19.681026 -0.2 0.9 -0.3 0.32
H 13.895654 16.529397 18.976687 -0.4 0.1 -0.1 0.30
C 13.721082 20.457215 13.410572 0.1 -0.1 -0.8 -0.93
C 13.309924 20.687830 14.816897 -0.6 -0.5 0.5 1.13
C 12.564209 21.985091 15.021851 -0.4 0.5 -0.3 -0.99
O 13.423836 23.073861 14.729856 0.8 -1.0 0.7 -0.31
C 12.778594 24.271779 14.521613 -0.4 1.0 -0.8 -0.76
N 12.385641 19.545990 15.134077 1.3 0.1 0.8 -0.72
H 14.270602 21.250855 12.952613 0.4 0.7 -0.1 0.40
H 12.847610 20.264802 12.814466 -0.6 0.1 -0.3 0.45
H 14.298457 19.557585 13.313569 0.6 -0.5 0.1 -0.45
H 14.201131 20.803815 15.450997 0.0 -0.5 0.1 0.10
H 12.184884 22.067626 16.048825 0.1 0.0 0.1 0.41
H 11.691647 22.029199 14.362839 -0.1 -0.1 -0.1 0.41
H 12.172111 24.164964 13.608035 -0.2 0.4 0.2 0.32
H 13.524276 25.055009 14.331541 0.0 -0.3 0.1 0.24
H 12.152408 24.632706 15.352961 0.0 -0.4 0.0 0.29
H 12.159136 19.633270 16.127332 -0.1 -0.3 -0.2 0.33
H 12.911332 18.642806 15.021939 -0.6 1.0 0.1 0.07
C 9.212479 10.042069 15.091970 0.3 -0.2 0.8 -1.61
C 8.764594 11.338562 15.706248 1.4 1.5 -1.9 0.46
C 9.607527 12.461439 15.016666 0.1 1.3 0.8 -0.34
O 10.966080 12.420765 15.488271 -0.6 -1.4 0.0 -0.38
C 11.671920 13.591864 15.343467 0.8 1.6 0.5 -0.16
N 7.362879 11.618433 15.417365 -0.3 -1.3 -0.5 -0.63
H 10.286125 9.963481 15.150974 0.5 0.2 -0.3 0.40
H 8.873923 9.916380 14.071862 -0.1 0.0 -0.2 0.42
H 8.879873 9.249593 15.723759 -0.6 -1.0 0.2 0.40
H 9.089512 11.396269 16.742842 -0.5 -0.1 0.3 0.34
H 9.167738 13.439941 15.310372 0.1 -0.4 -0.1 0.31
H 9.614422 12.474188 13.910450 -0.3 -0.5 0.3 -0.04
H 11.555622 14.040601 14.351623 0.0 -0.1 -0.2 0.03
H 12.761935 13.472356 15.550226 -0.8 -0.4 -0.3 -0.02
H 11.350645 14.361342 16.078548 -0.1 -0.2 -0.3 0.34
H 6.973562 10.780820 14.932608 0.1 1.1 0.7 0.25
H 6.807867 11.811526 16.236165 0.0 0.0 0.1 0.23